The following is a quantum chemistry calculation of a cluster of 8 separate species, C45H44BrF7OPS in total, from the Open Molecules 2025 dataset.

Last column: Löwdin charge in e.
Geometry (Å):
C1 -0.9538 -1.5867 -1.4541  -0.093
C2 0.5565 -1.3730 -1.5237  -0.298
C3 1.1139 -0.7328 -0.2542  -0.416
S1 1.1685 1.1019 -0.2119  0.828
P1 1.2090 1.8016 -2.4068  0.414
O1 1.5963 3.3329 -2.0916  -0.419
Br1 -0.9132 2.0956 -2.7740  0.452
H1 -1.1902 -2.5327 -0.9699  0.080
H2 -1.4609 -0.7902 -0.9014  0.057
H3 -1.3871 -1.6155 -2.4529  0.078
H4 0.8198 -0.7943 -2.4119  0.052
H5 1.0798 -2.3228 -1.6439  0.118
H6 2.1257 -1.0369 0.0058  0.085
H7 0.4712 -0.9533 0.6000  0.081
H8 -0.0980 1.3047 0.1967  -0.080
H9 2.5034 3.5115 -1.7960  0.082
F1 -2.2388 -4.4596 -2.4404  0.042
C4 -1.1591 -4.8329 -3.1681  -0.293
C5 -1.0515 -4.3791 -4.4675  -0.022
C6 0.0676 -4.7547 -5.1993  -0.081
C7 1.0464 -5.5574 -4.6286  -0.090
C8 0.9070 -5.9918 -3.3171  -0.072
C9 -0.2062 -5.6311 -2.5696  -0.014
H10 -1.8308 -3.7594 -4.8898  0.118
H11 0.1691 -4.4199 -6.2235  0.107
H12 1.9114 -5.8508 -5.2079  0.104
H13 1.6605 -6.6258 -2.8679  0.106
H14 -0.3418 -5.9700 -1.5526  0.096
F2 -1.5079 0.3399 1.4608  -0.005
C10 -2.6145 1.1524 1.5014  -0.284
C11 -2.6351 2.2388 0.6569  -0.048
C12 -3.7453 3.0701 0.6728  -0.057
C13 -4.7920 2.8001 1.5451  -0.067
C14 -4.7307 1.7008 2.3922  -0.060
C15 -3.6303 0.8501 2.3779  -0.008
H15 -1.7949 2.4330 0.0052  0.051
H16 -3.7826 3.9276 0.0150  0.093
H17 -5.6580 3.4476 1.5647  0.111
H18 -5.5474 1.4936 3.0706  0.113
H19 -3.5629 -0.0149 3.0224  0.124
F3 0.6459 1.0698 -7.8691  0.057
C16 0.1406 2.3040 -7.6671  -0.285
C17 0.1773 2.8265 -6.3900  -0.043
C18 -0.3426 4.0957 -6.1767  -0.096
C19 -0.8859 4.8154 -7.2317  -0.089
C20 -0.9085 4.2617 -8.5050  -0.072
C21 -0.3929 2.9940 -8.7363  -0.007
H20 0.6088 2.2357 -5.5928  0.076
H21 -0.3206 4.5259 -5.1828  0.093
H22 -1.2889 5.8047 -7.0640  0.104
H23 -1.3316 4.8197 -9.3297  0.110
H24 -0.3986 2.5430 -9.7187  0.122
F4 0.3930 -8.0791 -0.5038  0.047
C22 1.1222 -7.5231 0.4893  -0.294
C23 2.4434 -7.8967 0.6314  -0.010
C24 3.1825 -7.3113 1.6500  -0.070
C25 2.5992 -6.3809 2.4999  -0.092
C26 1.2662 -6.0322 2.3330  -0.085
C27 0.5105 -6.6013 1.3158  -0.027
H25 2.8696 -8.6306 -0.0387  0.120
H26 4.2193 -7.5889 1.7880  0.107
H27 3.1878 -5.9458 3.2952  0.080
H28 0.8021 -5.3211 3.0049  0.102
H29 -0.5341 -6.3595 1.1720  0.116
F5 5.4748 -6.5045 4.2809  0.040
C28 5.5530 -6.4085 5.6302  -0.282
C29 6.7675 -6.6563 6.2361  -0.015
C30 6.8408 -6.5578 7.6186  -0.078
C31 5.7181 -6.2203 8.3621  -0.092
C32 4.5113 -5.9800 7.7204  -0.082
C33 4.4174 -6.0725 6.3381  -0.021
H30 7.6254 -6.9207 5.6336  0.118
H31 7.7831 -6.7485 8.1150  0.107
H32 5.7829 -6.1488 9.4392  0.103
H33 3.6322 -5.7234 8.2968  0.105
H34 3.4855 -5.8979 5.8182  0.107
F6 -3.4164 5.9290 -1.1591  0.026
C34 -3.6939 7.1722 -0.6796  -0.278
C35 -3.5692 8.2459 -1.5355  -0.018
C36 -3.8542 9.5104 -1.0377  -0.078
C37 -4.2498 9.6747 0.2827  -0.088
C38 -4.3632 8.5693 1.1147  -0.073
C39 -4.0848 7.2958 0.6363  -0.022
H35 -3.2613 8.0892 -2.5600  0.116
H36 -3.7679 10.3697 -1.6894  0.107
H37 -4.4707 10.6629 0.6623  0.104
H38 -4.6686 8.6935 2.1454  0.109
H39 -4.1566 6.4219 1.2676  0.100
F7 -2.3722 5.7683 2.9599  0.056
C40 -1.1521 5.2158 3.1117  -0.275
C41 -1.0693 3.8531 3.3123  -0.017
C42 0.1881 3.2854 3.4700  -0.089
C43 1.3281 4.0782 3.4261  -0.100
C44 1.2089 5.4473 3.2226  -0.080
C45 -0.0398 6.0322 3.0616  -0.006
H40 -1.9745 3.2613 3.3477  0.109
H41 0.2712 2.2186 3.6395  0.104
H42 2.3052 3.6354 3.5683  0.100
H43 2.0930 6.0711 3.2003  0.107
H44 -0.1597 7.0957 2.9070  0.122

Summary:
- LUMO energy (eV) = -3.798
- 2S+1 = 1
- HOMO-LUMO gap (eV) = 6.9202
- energy relative to the best compared isomer or geometry (same formula, charge and spin) (kJ/mol) = 0.0
- charge = +1